# 1
# C45H48N9O3PrS5

C45H48N9O3PrS5 as an isolated structure at a distorted geometry (ωB97M-V/def2-TZVPD, OMol25).

Last column: Mulliken charge in e.
Cartesian coordinates (Å):
Pr1 -2.43438 -0.50557 1.21670  0.235
N1 -2.82045 -1.19401 -1.77153  -0.005
C1 -2.89531 -0.30716 -2.92720  -0.987
C2 -3.76387 0.86086 -2.49136  0.651
O1 -4.88679 1.08039 -2.94103  -0.769
N2 -3.20109 1.59810 -1.52143  -0.197
C3 -4.05877 2.30673 -0.58877  -0.881
C4 -3.95844 1.38874 0.64463  0.835
O2 -3.18029 1.74759 1.54107  -0.388
O3 -4.52700 0.27406 0.59140  -0.646
H1 -2.16134 -1.95343 -1.91942  0.051
H2 -3.73848 -1.59551 -1.58656  0.134
H3 -3.36460 -0.77672 -3.80698  0.501
H4 -1.89324 0.05283 -3.17195  0.239
H5 -5.06135 2.36145 -1.01065  0.579
H6 -3.65472 3.29620 -0.35099  0.298
N3 -0.41268 -0.76523 0.29896  -0.266
S1 0.88372 -0.77370 0.97515  1.458
N4 1.60581 0.63686 1.30616  -0.374
S2 1.47655 1.86773 0.30209  2.176
N5 0.54179 1.93865 -1.00507  0.230
S3 -0.94835 2.58783 -0.96394  0.196
N6 -1.90998 1.29373 -1.09407  0.619
C5 0.28679 2.82533 1.44934  -0.467
C6 0.13136 4.19093 1.24854  0.337
C7 -0.67019 4.94072 2.08573  -1.106
C8 -1.33072 4.32474 3.13870  -0.874
C9 -1.19272 2.96447 3.33848  -0.477
C10 -0.38626 2.21614 2.49098  0.080
C11 -0.98355 3.21465 -2.69667  0.272
C12 -0.02944 2.88836 -3.64868  -0.542
C13 -0.18446 3.28374 -4.96317  -0.572
C14 -1.31120 4.00002 -5.34437  -0.546
C15 -2.26408 4.33462 -4.39369  -0.727
C16 -2.10059 3.95223 -3.07568  -0.076
C17 2.70999 3.17612 0.70590  -0.538
C18 3.19326 4.00631 -0.29341  -0.314
C19 4.07130 5.01944 0.02934  -0.867
C20 4.49883 5.18278 1.34305  -0.627
C21 4.02739 4.33243 2.33683  -1.010
C22 3.12131 3.34027 2.02233  0.226
C23 2.89847 1.13860 -0.75478  0.455
C24 4.02885 0.76921 -0.03692  0.147
C25 5.13241 0.22177 -0.66002  -0.786
C26 5.13444 0.04595 -2.03560  -0.651
C27 4.00844 0.38337 -2.75947  -0.691
C28 2.90052 0.91231 -2.11767  -0.595
C29 1.10567 -1.59712 2.53920  1.278
C30 1.59304 -0.89628 3.62028  -0.564
C31 1.82386 -1.55075 4.81716  -1.033
C32 1.52813 -2.91160 4.90497  -0.482
C33 1.02957 -3.60587 3.83137  -0.674
C34 0.74280 -2.95429 2.61656  -0.767
C35 2.01192 -1.71401 -0.10657  0.017
C36 1.57681 -1.81304 -1.41489  -0.711
C37 2.30046 -2.54644 -2.33198  -0.824
C38 3.45234 -3.20007 -1.92052  -0.711
C39 3.87541 -3.10983 -0.60453  -0.875
C40 3.15451 -2.36256 0.31307  -0.112
H7 0.64694 4.66803 0.42460  0.465
H8 -0.77816 6.00620 1.92041  0.394
H9 -1.94585 4.91210 3.80709  0.402
H10 -1.70663 2.47248 4.15000  0.162
H11 -0.24691 1.15494 2.67863  0.242
H12 0.83536 2.33090 -3.33125  0.333
H13 0.56995 3.02814 -5.69611  0.422
H14 -1.45375 4.29430 -6.37566  0.363
H15 -3.13737 4.89830 -4.68813  0.404
H16 -2.83734 4.23057 -2.33752  0.291
H17 2.85757 3.85095 -1.30718  0.421
H18 4.43561 5.68525 -0.73848  0.445
H19 5.18381 5.97934 1.59511  0.377
H20 4.36765 4.45372 3.35732  0.474
H21 2.71342 2.68606 2.77746  0.308
H22 4.03189 0.89816 1.03488  0.353
H23 5.99499 -0.07131 -0.07436  0.401
H24 6.00067 -0.37112 -2.53120  0.347
H25 3.97910 0.22730 -3.83016  0.450
H26 2.01762 1.13647 -2.68632  0.066
H27 1.82767 0.15069 3.49372  0.141
H28 2.23535 -1.01534 5.66100  0.372
H29 1.72661 -3.43142 5.83327  0.342
H30 0.80840 -4.65780 3.91803  0.348
H31 0.63023 -3.51704 1.70583  0.484
H32 0.65240 -1.30597 -1.64965  0.387
H33 1.96857 -2.60756 -3.36039  0.527
H34 4.01280 -3.79454 -2.63051  0.379
H35 4.77409 -3.62472 -0.29290  0.417
H36 3.46842 -2.29158 1.34328  0.512
S4 -1.75266 -2.99800 2.36483  -0.416
S5 -1.58883 0.35240 6.29465  -0.602
C41 -2.03379 0.06721 4.78884  0.406
N7 -2.39539 -0.09478 3.68423  -0.586
C42 -1.25601 -5.54631 0.13430  -1.489
C43 -2.69163 -5.25325 -0.30398  1.981
C44 -3.63771 -5.84054 0.74979  -1.828
C45 -2.96360 -5.88337 -1.67928  -1.919
N8 -2.82039 -3.78541 -0.47904  0.570
N9 -3.93136 -3.13968 0.15416  -0.629
H37 -1.08145 -6.61701 0.23898  0.556
H38 -1.10158 -5.05482 1.09725  0.160
H39 -0.54581 -5.13914 -0.58391  0.277
H40 -3.46046 -6.90894 0.85581  0.471
H41 -4.68541 -5.70643 0.48289  0.393
H42 -3.43647 -5.36235 1.70621  0.316
H43 -2.84345 -6.96383 -1.63516  0.442
H44 -2.25898 -5.47819 -2.40141  0.337
H45 -3.97412 -5.65912 -2.01377  0.382
H46 -2.01503 -3.33933 -0.00702  -0.532
H47 -3.88444 -3.29909 1.17965  0.187
H48 -4.79594 -3.54859 -0.19721  0.216

Its HOMO energy (alpha / beta) is -0.42 / -0.43 eV. As for the spin multiplicity: 3. The charge is -2. The calculation puts the gap between HOMO and LUMO (alpha / beta) at 4.166 / 4.183 eV.


# 2
# C45H49BaCl3N7O4SSi

C45H49BaCl3N7O4SSi as an isolated structure (ωB97M-V/def2-TZVPD, OMol25).

Last column: Mulliken charge in e.
Cartesian coordinates (Å):
Ba1 -0.33425 -0.01923 -0.85847  0.312
O1 1.80789 -3.66833 1.18727  -0.699
C1 1.68408 -2.63169 0.55195  -0.373
N1 0.93985 -2.41230 -0.56139  0.379
C2 0.71662 -3.46539 -1.39956  -0.480
O2 1.37364 -4.48801 -1.49477  -0.702
C3 -0.46832 -3.31486 -2.35827  0.491
C4 -0.97973 -4.48727 -2.90339  -0.780
C5 -2.08420 -4.41376 -3.72814  -0.425
C6 -2.63819 -3.17232 -3.99409  -0.733
C7 -2.06548 -2.05783 -3.41107  -0.309
N2 -1.00234 -2.12163 -2.60904  0.445
C8 2.41561 -1.40352 1.10416  0.250
C9 3.45174 -1.64033 2.00173  -0.657
C10 4.16387 -0.56965 2.50698  -0.666
C11 3.80705 0.71096 2.11662  -0.997
C12 2.74655 0.85313 1.24053  -0.717
N3 2.06596 -0.17224 0.72740  0.928
H1 -0.49203 -5.41956 -2.65857  0.558
H2 -2.51598 -5.31103 -4.15394  0.388
H3 -3.51065 -3.06580 -4.62395  0.465
H4 -2.47990 -1.06859 -3.57617  0.266
H5 3.66465 -2.66409 2.27341  0.608
H6 4.98357 -0.72844 3.19761  0.459
H7 4.32609 1.58570 2.48435  0.605
H8 2.41452 1.84111 0.95889  0.852
C13 7.35871 -0.06361 0.27353  -1.481
C14 6.91902 1.36382 0.11450  0.823
C15 6.87275 2.23345 1.20018  -0.721
C16 6.40556 3.53156 1.06241  -0.469
C17 6.00097 3.99886 -0.18436  -0.170
N4 5.50113 5.31961 -0.33537  -0.142
C18 4.17334 5.65941 -0.52458  0.305
O3 3.80814 6.81687 -0.39440  -0.719
N5 3.34744 4.61608 -0.84726  0.503
C19 1.94829 4.64936 -0.92051  -0.260
C20 1.17395 5.79679 -1.03631  -0.650
C21 -0.20363 5.63865 -1.07446  -1.134
C22 -0.76289 4.38008 -0.96210  -0.106
N6 -0.02673 3.27376 -0.83093  0.714
C23 1.28971 3.42062 -0.84882  -0.039
C24 6.09207 3.15644 -1.28386  -0.237
C25 6.52089 1.84774 -1.12808  -0.510
H9 7.81287 -0.23034 1.25048  0.354
H10 8.08406 -0.34019 -0.49274  0.441
H11 6.50761 -0.74096 0.17554  0.205
H12 7.18778 1.88289 2.17682  0.309
H13 6.33849 4.18534 1.92398  0.432
H14 6.00481 6.06955 0.10903  0.319
H15 3.76117 3.70873 -0.99996  -0.198
H16 1.64155 6.76463 -1.10397  0.497
H17 -0.84404 6.50392 -1.18248  0.428
H18 -1.83579 4.24917 -0.95927  0.099
H19 1.87768 2.51278 -0.80910  0.508
H20 5.81310 3.52148 -2.26391  0.641
H21 6.54114 1.19698 -1.99387  0.440
C26 -1.25439 -4.94547 4.02555  -1.876
C27 -1.22708 -3.46695 3.75897  0.979
C28 -2.37828 -2.78820 3.36894  -0.466
C29 -2.33539 -1.44653 3.02681  -0.409
C30 -1.12690 -0.76939 3.11274  -0.083
C31 0.02981 -1.41684 3.51799  -0.592
C32 -0.02840 -2.76502 3.83186  -0.478
S1 -0.96050 0.89795 2.49448  1.685
C33 -2.20784 1.69996 3.51982  -1.462
O4 0.35577 1.41365 2.96562  -0.849
H22 -2.27537 -5.32549 4.04491  0.356
H23 -0.77853 -5.18508 4.97791  0.502
H24 -0.70964 -5.47566 3.24157  0.302
H25 -3.31407 -3.32675 3.27568  0.255
H26 -3.22284 -0.95969 2.63997  0.068
H27 0.96034 -0.86464 3.55469  0.733
H28 0.88158 -3.28976 4.09689  0.297
H29 -1.89928 1.57401 4.55650  0.430
H30 -3.18382 1.25555 3.33652  0.379
H31 -2.22144 2.75143 3.23983  0.445
Cl1 1.11707 2.21017 -5.34060  -0.399
Si1 1.59161 1.27600 -3.47099  0.386
Cl2 2.24554 -0.65070 -4.11027  -0.364
Cl3 3.53864 2.18261 -3.12490  -0.240
C34 -6.71042 -3.02180 -1.76233  -1.799
C35 -5.37290 -2.68341 -1.14944  0.867
C36 -4.58066 -3.68768 -0.61591  -1.086
C37 -3.33332 -3.34137 -0.07982  1.278
C38 -2.41130 -4.40236 0.45916  -1.615
C39 -2.94832 -2.02181 -0.07339  0.899
C40 -3.70417 -0.93860 -0.62599  -0.832
C41 -4.95221 -1.35694 -1.16205  -0.376
N7 -3.10015 0.26867 -0.63450  1.110
C42 -3.75149 1.54605 -0.91868  1.695
C43 -5.28595 1.61433 -0.99213  -2.228
C44 -3.35028 2.49378 0.22516  -1.209
C45 -3.20429 2.09388 -2.24639  -1.472
H32 -6.93367 -4.08391 -1.65561  0.382
H33 -6.72765 -2.78022 -2.82801  0.315
H34 -7.51602 -2.45551 -1.28937  0.324
H35 -4.91176 -4.72093 -0.62756  0.257
H36 -2.89872 -4.99415 1.24052  0.448
H37 -1.49683 -3.97350 0.87292  -0.255
H38 -2.12060 -5.09283 -0.33531  0.484
H39 -1.99179 -1.82875 0.40504  -0.510
H40 -5.61438 -0.65250 -1.63829  0.239
H41 -5.75133 1.10918 -0.14443  0.434
H42 -5.67887 1.18835 -1.91379  0.436
H43 -5.58817 2.66468 -0.97177  0.484
H44 -3.77147 2.12058 1.16094  0.315
H45 -3.72553 3.50999 0.06283  0.469
H46 -2.26544 2.53475 0.33164  -0.185
H47 -3.46643 1.41492 -3.06091  0.234
H48 -2.11582 2.19260 -2.22189  0.277
H49 -3.61643 3.08086 -2.48130  0.374

Its HOMO energy is -4.07 eV. The charge is -1. The calculation puts the gap between HOMO and LUMO at 6.141 eV.


Here are the calculated energy numbers, same order: -4969.86294; -4522.58444 (Eh).
Here are the calculated energy above the lowest of the compared OMol25 structures with the same formula, charge and spin numbers, same order: 2.2649; 0.0000 (eV).